No. 1
{
  "formula": "C3H7NO",
  "method": "ωB97M-V with the def2-TZVPD basis set",
  "elements": ["H", "N", "C", "C", "O", "C", "H", "H", "H", "H", "H", "H"],
  "positions_angstrom": [[-1.446, 1.416, 1.280], [-0.547, 0.946, 1.234], [-0.499, 0.029, 0.363], [-1.462, -0.495, -0.682], [0.647, -0.693, 0.217], [1.844, 0.061, 0.157], [-0.842, -0.689, -1.563], [-2.258, 0.185, -0.985], [-1.885, -1.458, -0.376], [1.796, 0.768, -0.685], [2.035, 0.610, 1.083], [2.617, -0.680, -0.043]],
  "homo_ha": -0.3688,
  "spin_multiplicity": 1,
  "smiles": "[H]/N=C(\\C)OC",
  "homo_lumo_gap_ev": 11.04,
  "lumo_energy_ev": 1.00
}


No. 2
{
  "formula": "C2HN3S",
  "method": "ωB97M-V with the def2-TZVPD basis set",
  "elements": ["C", "C", "N", "N", "N", "S", "H"],
  "positions_angstrom": [[1.450, 0.029, 0.004], [-1.074, -0.156, -0.016], [0.805, -0.960, 0.004], [-0.420, -1.320, 0.007], [-0.625, 1.032, -0.025], [-2.487, 0.799, 0.017], [2.350, 0.576, 0.009]],
  "homo_ha": -0.3139,
  "spin_multiplicity": 1,
  "homo_lumo_gap_ev": 7.32,
  "lumo_energy_ev": -1.22
}


No. 3
{
  "formula": "C31H24F6N11O5S2Ti",
  "method": "ωB97M-V with the def2-TZVPD basis set",
  "elements": ["Ti", "N", "C", "C", "C", "C", "C", "C", "C", "C", "N", "C", "H", "H", "H", "H", "H", "H", "H", "H", "F", "C", "F", "F", "S", "O", "O", "N", "S", "O", "O", "C", "F", "F", "F", "C", "N", "C", "N", "C", "N", "C", "C", "C", "C", "C", "C", "C", "N", "N", "C", "O", "C", "C", "C", "C", "C", "C", "N", "C", "N", "C", "N", "C", "H", "H", "H", "H", "H", "H", "H", "H", "H", "H", "H", "H", "H", "H", "H", "H"],
  "positions_angstrom": [[2.195, -0.035, 0.122], [3.728, -0.011, 1.865], [4.249, 1.306, 2.174], [5.035, 1.559, 3.260], [5.544, 2.856, 3.490], [5.275, 3.867, 2.616], [4.459, 3.633, 1.484], [4.146, 4.635, 0.536], [3.341, 4.331, -0.522], [2.820, 3.028, -0.625], [3.085, 2.067, 0.231], [3.922, 2.349, 1.277], [3.562, -0.525, 2.724], [4.461, -0.533, 1.380], [5.287, 0.758, 3.946], [6.164, 3.034, 4.358], [5.679, 4.858, 2.775], [4.552, 5.631, 0.662], [3.086, 5.067, -1.271], [2.155, 2.774, -1.442], [4.969, 1.708, -2.857], [4.258, 0.707, -3.363], [2.960, 1.044, -3.332], [4.618, 0.486, -4.612], [4.511, -0.810, -2.343], [4.081, -0.376, -1.004], [5.868, -1.182, -2.496], [3.489, -1.820, -2.976], [2.164, -2.188, -2.233], [1.428, -1.015, -1.731], [2.264, -3.269, -1.303], [1.117, -2.749, -3.637], [1.656, -3.793, -4.229], [0.952, -1.764, -4.508], [-0.071, -3.082, -3.126], [-2.180, 2.704, -2.349], [-1.235, 2.242, -1.343], [-0.340, 1.263, -1.430], [0.303, 1.141, -0.275], [-0.272, 2.104, 0.498], [-1.205, 2.792, -0.111], [-3.615, 2.399, -1.991], [-4.629, 3.215, -2.476], [-5.956, 2.931, -2.186], [-6.282, 1.841, -1.398], [-5.267, 1.028, -0.904], [-3.938, 1.304, -1.206], [-5.600, -0.106, -0.046], [-6.737, -0.435, 0.453], [-6.518, -1.578, 1.212], [-5.265, -1.845, 1.112], [-4.606, -0.955, 0.325], [-4.506, -2.935, 1.719], [-5.096, -3.721, 2.707], [-4.368, -4.743, 3.289], [-3.058, -4.983, 2.895], [-2.472, -4.209, 1.903], [-1.058, -4.480, 1.455], [-0.193, -3.317, 1.638], [0.179, -2.413, 0.744], [0.941, -1.490, 1.325], [0.978, -1.910, 2.623], [0.303, -3.004, 2.853], [-3.201, -3.186, 1.316], [-1.903, 2.213, -3.283], [-2.034, 3.776, -2.473], [-0.175, 0.669, -2.314], [0.013, 2.296, 1.519], [-4.384, 4.082, -3.079], [-6.738, 3.572, -2.567], [-7.310, 1.613, -1.152], [-3.162, 0.668, -0.800], [-6.114, -3.516, 3.007], [-4.819, -5.353, 4.060], [-2.491, -5.778, 3.363], [-1.011, -4.738, 0.397], [-0.621, -5.295, 2.028], [-0.093, -2.449, -0.297], [1.492, -1.383, 3.410], [-2.760, -2.574, 0.538]],
  "charge": 1,
  "homo_ha": [-0.3629, -0.3985],
  "spin_multiplicity": 3,
  "homo_lumo_gap_ev": [6.83, 7.76],
  "lumo_energy_ev": [-3.05, -3.08]
}


No. 4
{
  "formula": "CH2BrN3",
  "method": "ωB97M-V with the def2-TZVPD basis set",
  "elements": ["C", "N", "N", "N", "Br", "H", "H"],
  "positions_angstrom": [[-0.758, -0.019, 0.003], [-0.162, -1.171, 0.084], [0.310, 0.798, 0.110], [1.069, -0.598, -0.192], [-2.597, 0.395, 0.036], [0.440, 1.559, -0.554], [1.696, -0.963, 0.512]],
  "homo_ha": -0.3460,
  "spin_multiplicity": 1,
  "homo_lumo_gap_ev": 10.12,
  "lumo_energy_ev": 0.70
}


What did we get for energy above the lowest of the compared OMol25 structures with the same formula, charge and spin? Answer: 30.9; 80.8; 0.0; 79.5 kcal per mole, in the order shown.